[1]
34
Properties=species:S:1:pos:R:3:mulliken_charge:R:1 method="wB97M-V/def2-TZVPD" homo_lumo_gap_ev="3.948 / 4.011" charge=+2 e_above_lowest_kj_mol=0.00 lumo_ev="-7.6 / -11.6" e_homo_ev="-11.513 / -15.603" multiplicity=6
Cl -0.3510 3.4508 -1.8817 0.147
C -2.3431 0.0828 -2.4299 -0.711
C -1.4893 -1.0648 -2.1649 -0.588
C -0.2312 -0.8332 -2.8006 -0.469
H -1.8053 -1.9920 -1.6537 0.726
C -0.2825 0.4697 -3.4755 0.637
C -1.6041 1.0121 -3.2100 -0.495
H -1.9412 1.9825 -3.5920 0.566
H -3.3962 0.1840 -2.1187 0.529
H 0.6195 -1.5364 -2.8724 0.397
C 0.7846 1.0894 -4.3002 -1.156
Ir -0.4764 0.8401 -1.1458 1.284
C 1.2919 1.3227 -0.6653 0.368
O 2.3679 1.6163 -0.3721 -0.341
C -1.3506 1.7272 0.2950 0.442
O -1.8450 2.3088 1.1565 -0.331
H 1.7627 0.8216 -3.8842 0.344
H 0.6506 2.1745 -4.2560 0.316
H 0.7340 0.7491 -5.3425 0.352
N 1.5445 -0.4299 5.3955 -0.100
C 1.3739 0.2132 4.2010 0.298
O 1.7083 1.3844 4.0380 -0.415
C 0.7471 -0.5787 3.0457 0.056
C 0.3849 -1.9141 3.1098 -0.561
C -0.1809 -2.5109 1.9952 -1.001
C -0.3795 -1.7770 0.8280 -0.214
N -0.0323 -0.4978 0.7990 -0.179
C 0.5108 0.1157 1.8309 0.191
H 1.9492 0.1099 6.1241 0.316
H 1.2870 -1.3783 5.6049 0.208
H 0.5298 -2.4945 4.0077 0.283
H -0.4794 -3.5474 2.0085 0.435
H -0.8397 -2.2915 -0.0490 0.060
H 0.7809 1.1918 1.7749 0.608

***

[2]
18
Properties=species:S:1:pos:R:3:mulliken_charge:R:1 method="wB97M-V/def2-TZVPD" homo_lumo_gap_ev=10.945 e_above_lowest_kj_mol=46.86 lumo_ev=1.0 e_homo_ev=-9.962 multiplicity=1
C -0.7498 1.0429 -0.9574 -1.188
C -0.5918 -0.4355 -0.5998 0.640
C -1.8618 -0.9994 0.0453 -1.555
C 0.6546 -0.5929 0.2821 -0.662
C 1.9161 -0.0049 -0.3644 -0.548
O 2.0128 1.4111 -0.1807 -0.575
H -1.3915 1.2132 -1.8233 0.371
H 0.2223 1.4933 -1.1430 0.321
H -1.1528 1.5860 -0.0958 0.287
H -0.4113 -1.0118 -1.5200 0.178
H -2.0857 -0.4822 0.9867 0.340
H -1.7712 -2.0704 0.2647 0.372
H -2.7325 -0.8673 -0.6110 0.382
H 0.4884 -0.1083 1.2535 0.332
H 0.8370 -1.6584 0.4869 0.324
H 1.9019 -0.2713 -1.4329 0.306
H 2.8096 -0.4531 0.0800 0.359
H 2.4034 1.8180 -0.9716 0.317

***

[3]
21
Properties=species:S:1:pos:R:3:mulliken_charge:R:1 method="wB97M-V/def2-TZVPD" homo_lumo_gap_ev=4.429 e_above_lowest_kj_mol=925.99 lumo_ev=-3.8 e_homo_ev=-8.231 multiplicity=1
C -2.6991 1.1647 0.0856 -0.661
N -1.9960 0.5502 -1.0204 -0.546
C 2.2372 0.8558 -0.6538 -0.701
C 2.6334 -0.3114 0.2361 -0.424
C 1.3009 -1.0102 0.5276 -0.625
N 0.2668 0.0105 0.4228 -0.373
H -2.9614 2.1937 -0.1774 0.329
H -2.0787 1.1686 1.0007 0.284
H -3.5881 0.5839 0.3181 0.274
H -1.0666 0.9715 -1.0841 0.350
H 2.8004 1.7656 -0.4438 0.305
H 2.3774 0.5855 -1.7062 0.287
H 3.3373 -1.0421 -0.1764 0.317
H 3.0140 -0.0174 1.2171 0.280
H 1.0479 -1.8038 -0.1893 0.286
H 1.3372 -1.4372 1.5409 0.371
H -0.6047 -0.4099 0.7689 0.337
H 0.9730 0.7295 -0.2392 0.230
H -2.3950 -2.4746 -0.0975 0.180
H -1.7537 -0.4496 -0.6384 0.338
O -2.1822 -1.6233 0.3088 -0.839

***

[4]
95
Properties=species:S:1:pos:R:3:mulliken_charge:R:1 method="wB97M-V/def2-TZVPD" homo_lumo_gap_ev=1.550 charge=+1 lumo_ev=-8.2 e_homo_ev=-9.782 multiplicity=1
C 2.3865 2.4916 -0.7555 -0.621
C 2.0665 1.6654 0.6246 0.413
C 2.4741 0.0572 0.5544 0.151
C 1.1179 -0.8569 0.4502 -0.319
C 0.9349 -1.6500 -0.9880 0.956
O 2.1664 -2.1541 -1.6743 -0.446
C 2.6018 -1.2233 -2.7266 -0.071
C 2.1712 -1.6446 -4.2517 -0.092
C 2.7461 -0.4268 -5.2409 -0.909
C 0.3002 -3.1013 -0.4497 -0.335
O 0.8201 -4.3273 -0.5488 -0.625
N -1.0017 -2.5999 0.1603 -0.063
C -1.5634 -1.6477 -0.8735 0.124
C -2.9349 -2.2008 -1.5827 -0.926
C -4.1612 -1.1060 -1.4410 -0.496
C -5.6016 -1.8341 -1.8221 0.407
C -6.7608 -0.6640 -1.9258 0.233
O -7.9978 -0.8202 -1.3778 -0.539
O -6.5254 0.6330 -2.6180 -0.301
C -6.3732 1.7012 -1.6145 0.017
C -5.4874 2.9082 -2.2873 -0.349
C -0.3560 -1.2389 -1.9545 -0.674
P -0.5058 0.5522 -2.5973 0.025
S -1.1433 1.8300 -1.2494 -0.162
H 2.1982 3.6416 -0.5052 0.279
H 1.6968 2.2297 -1.6642 0.031
H 3.5141 2.3709 -1.0492 0.267
H 2.7382 2.1674 1.4740 0.318
H 0.9525 1.8444 0.9628 -0.536
H 2.9595 -0.1815 1.6186 -0.158
H 3.3034 -0.1849 -0.2346 0.204
H 0.1845 -0.2307 0.7782 0.048
H 1.2336 -1.7164 1.2710 0.300
H 3.7956 -1.2352 -2.7027 0.293
H 2.2928 -0.1384 -2.4042 -0.251
H 2.8355 -2.5940 -4.5367 0.372
H 1.0304 -1.8558 -4.4046 0.061
H 1.9344 -0.0674 -6.0094 0.262
H 2.9942 0.5017 -4.5381 0.234
H 3.7666 -0.7303 -5.7436 0.304
H -1.6428 -3.3083 0.5794 0.282
H -1.9166 -0.7408 -0.1835 0.158
H -3.2079 -3.2350 -1.0830 0.006
H -2.7090 -2.3949 -2.7152 0.317
H -3.9310 -0.2476 -2.2121 0.265
H -4.2245 -0.6924 -0.3423 0.518
H -5.9024 -2.6778 -1.0686 0.230
H -5.4504 -2.3311 -2.8835 -0.029
H -5.8301 1.3097 -0.6507 0.180
H -7.4396 2.1394 -1.3816 0.216
H -5.4518 2.7633 -3.4534 0.331
H -4.3877 2.9052 -1.8606 0.125
H -5.9468 3.9609 -1.9645 -0.204
H -0.4755 -2.0473 -2.8247 0.539
H 0.6830 1.0689 -3.2447 0.213
H -1.5394 0.5256 -3.6415 0.131
Mg -0.9978 3.5760 0.6837 0.679
Cl -3.0978 -1.1556 -4.0742 -0.584
O 4.0195 0.6679 2.9653 -0.655
C 5.2491 0.6810 2.9372 0.969
O 5.9055 1.5057 2.0908 -0.422
C 7.3240 1.7498 2.1267 -0.387
C 8.0728 0.7138 1.3110 -0.991
C 6.0426 -0.2870 3.7640 -1.024
H 7.6875 1.8192 3.1561 0.378
H 7.4787 2.7374 1.6785 0.346
H 7.9382 -0.2912 1.7195 0.266
H 9.1427 0.9387 1.2908 0.382
H 7.6972 0.6910 0.2842 0.292
H 6.1609 -1.2233 3.2105 0.282
H 5.4941 -0.4842 4.6898 0.106
H 7.0186 0.0928 4.0643 0.369
F 4.6795 -1.0121 7.0382 -0.247
P 5.6028 -0.3764 8.1208 0.890
F 4.3222 0.2144 8.7833 -0.279
F 6.4244 -0.3513 6.7971 -0.271
F 6.9417 -0.6061 8.8833 -0.332
F 5.3859 -1.6599 8.9779 -0.314
F 5.8593 1.1555 8.2438 -0.305
N -7.8977 5.7450 -2.3338 -0.385
H -7.0323 6.0255 -1.8578 0.258
H -8.3341 4.9693 -1.8218 0.350
H -8.5449 6.5415 -2.3649 0.399
H -7.6797 5.4436 -3.2908 0.394
F -6.7635 -4.3103 2.1944 -0.436
Al -5.7449 -5.3272 1.1119 0.852
F -4.0201 -4.8348 1.2734 -0.414
F -6.2754 -5.1049 -0.5948 -0.403
F -5.9207 -7.0588 1.5745 -0.428
F -3.0449 5.5065 -1.4668 -0.509
Mg -5.7449 -3.9968 -2.3468 1.302
Cl -5.1449 5.6230 -1.7072 -0.361
O 1.1164 -1.5441 3.5515 -0.723
V 1.4551 -1.1597 5.2319 1.754
O 1.7938 -0.7752 6.9124 -0.505

***

[5]
19
Properties=species:S:1:pos:R:3:mulliken_charge:R:1 method="wB97M-V/def2-TZVPD" homo_lumo_gap_ev=9.723 charge=+2 e_above_lowest_kj_mol=88.43 lumo_ev=-8.4 e_homo_ev=-18.166 multiplicity=1
C 1.2529 2.8302 1.2761 -0.134
N 1.0304 1.6015 1.5910 -0.044
C 0.2581 0.6962 0.7795 -0.173
C 0.7547 -0.4849 0.4488 -0.342
C 0.0772 -1.5445 -0.3342 -0.586
C -1.3671 -1.4138 -0.7828 -0.670
N -1.5008 -1.2754 -2.2767 -0.329
H 2.0775 3.3357 1.7169 0.316
H 0.7181 3.0855 0.3623 0.307
H 1.7662 1.1960 2.1808 0.340
H -0.7404 1.1036 0.6338 0.352
H 1.7630 -0.6993 0.8530 0.309
H 0.6544 -2.1010 -1.0521 0.509
H -0.0517 -2.2050 0.5724 0.287
H -1.8964 -0.5991 -0.2830 0.370
H -2.0364 -2.2232 -0.4787 0.402
H -1.0803 -0.3827 -2.5981 0.356
H -2.4967 -1.1646 -2.4938 0.376
H -1.0735 -2.0061 -2.8484 0.354

***

no.,electronic energy (a.u.),F_max (hartree/bohr),M (g mol⁻¹)
1,-1440.185548,0.1657,484.94
2,-272.930811,0.0113,88.15
3,-345.223492,0.0790,106.17
4,-6223.548858,0.1802,953.02
5,-306.537208,0.0613,100.16